# 1
A molecular structure, C38H40LiN2O5P2S, computed with ωB97M-V/def2-TZVPD.

Values from the calculation:
Electronic energy   -3046.40889 Eh
Orbital gap   7.71 eV
Total charge   -1
HOMO level   -5.3331 eV

Geometry as XYZ:
```
89
Properties=species:S:1:pos:R:3:forces:R:3:mulliken_charge:R:1
Li 0.68395 1.63780 -1.10054 0.3568 -0.8248 -0.0903 0.7085
O 0.58989 4.98531 -0.26550 -0.0073 -0.1911 -0.1444 -0.8138
C 0.78693 4.00964 -0.98461 0.0194 0.5190 0.0269 0.0849
O 1.65232 3.07923 -0.78656 0.0324 0.6206 0.0618 -0.9030
C -0.03082 3.89332 -2.30239 0.1297 -0.2375 0.1609 -0.2810
C 0.71696 3.05236 -3.34969 -0.0814 0.3259 -0.1849 0.3793
C 0.05578 3.20612 -4.72936 -0.0568 -0.0845 0.0905 -1.0850
C -1.20464 2.31327 -4.57460 0.1443 -0.0112 0.0158 -0.9866
C -1.07752 1.88596 -3.10948 -0.2068 0.2666 -0.1679 -0.0936
O 0.34944 1.70380 -2.97586 -0.2434 0.0072 -0.1828 -0.3708
C -1.37193 3.08923 -2.17899 0.0505 -0.0567 0.0808 0.1948
C -1.73709 2.55040 -0.78512 -0.0533 -0.1854 0.2761 -0.2063
O -2.88725 2.70775 -0.37469 0.1535 0.0034 -0.0651 -0.8110
O -0.80318 1.89077 -0.20007 -0.8600 0.2477 -0.0321 0.1013
H -0.21717 4.90946 -2.64401 -0.0419 0.0126 -0.0188 0.4937
H 1.79673 3.15829 -3.33478 0.0233 -0.1263 0.0524 0.5109
H 0.71746 2.84251 -5.51502 -0.0205 -0.0209 -0.0136 0.3396
H -0.19072 4.24633 -4.94207 0.0306 0.0115 0.0093 0.3649
H -1.15199 1.44084 -5.22781 -0.0108 0.0127 -0.0031 0.3319
H -2.13793 2.83901 -4.77266 -0.0056 -0.0015 0.0250 0.3913
H -1.60570 0.97251 -2.84094 0.1150 -0.0384 0.0366 0.3425
H -2.22537 3.66630 -2.52715 0.0093 0.0116 -0.0985 0.5455
C 0.61002 -1.29997 0.98845 -0.3343 0.2163 -0.1004 -0.7620
C -0.04543 -0.22198 1.86706 -0.0896 -0.1393 -0.3307 -1.2987
P -1.89476 -0.19921 1.64785 0.3005 0.0575 0.7571 0.1978
C -2.25841 1.15397 2.85632 -0.0072 0.0372 0.0724 0.8663
C -3.15459 1.01183 3.91594 0.0618 0.0150 -0.0371 -0.5247
C -3.40146 2.06519 4.78710 -0.0286 0.0082 0.0333 -0.5870
C -2.76819 3.28654 4.61206 -0.0152 -0.0585 -0.0273 -0.5297
C -1.89315 3.44751 3.54700 0.0000 -0.0325 0.0800 -0.9979
C -1.63856 2.39388 2.68169 0.0498 0.1250 -0.1373 -0.0713
C -2.31531 -1.67779 2.71952 -0.2341 0.0746 -0.4342 0.5873
C -3.63433 -2.12696 2.59318 0.0350 0.0568 -0.0079 -0.3677
C -4.09510 -3.24068 3.27789 -0.0027 -0.0363 0.0316 -0.7037
C -3.22859 -3.95932 4.09155 0.0144 0.0119 -0.0216 -0.4983
C -1.91049 -3.54586 4.21203 -0.0198 0.0412 -0.0126 -0.7331
C -1.46222 -2.41580 3.53596 0.0674 0.0498 0.0854 -0.3342
P 0.10634 -1.11982 -0.81229 0.4173 -0.6542 0.2089 1.4677
C -1.12058 -2.49904 -0.93655 -0.0817 0.1083 -0.0597 0.5354
C -0.75800 -3.84466 -0.89103 -0.0645 0.0414 0.0505 -0.7792
C -1.72634 -4.83805 -0.90423 0.0077 -0.0061 -0.0021 -0.7445
C -3.07224 -4.49983 -0.96401 0.0311 -0.0219 -0.0010 -0.5825
C -3.44183 -3.16586 -1.03565 -0.0259 0.0350 -0.0129 -0.4100
C -2.47177 -2.17197 -1.03400 0.0045 0.0336 -0.0606 -0.2958
C 1.54444 -1.92453 -1.64974 -0.0019 0.1008 -0.0800 0.4905
C 1.68574 -1.62696 -3.00670 -0.0556 -0.0116 0.0353 -0.6483
C 2.75050 -2.12052 -3.74402 -0.0068 -0.0608 0.0178 -0.4875
C 3.71142 -2.90961 -3.13036 -0.0022 0.0276 -0.0102 -0.4424
C 3.58931 -3.21560 -1.78176 -0.0127 -0.0428 0.0163 -1.0853
C 2.50879 -2.73596 -1.05109 -0.0138 0.0317 0.0630 0.0294
H 0.33116 -2.28528 1.36437 0.1498 -0.1644 -0.1195 0.6763
H 1.69718 -1.20614 0.99987 0.0205 -0.0023 0.1578 -0.1897
H 0.32758 0.75886 1.57396 -0.1798 0.0561 0.0595 0.3080
H 0.17004 -0.37104 2.92612 0.2050 0.0613 -0.0136 1.0184
H -3.66519 0.07324 4.07988 0.0024 -0.0738 0.0094 0.3018
H -4.09181 1.92357 5.61089 -0.0051 0.0014 -0.0134 0.3867
H -2.96043 4.10360 5.29681 -0.0086 0.0144 -0.0151 0.3540
H -1.40624 4.40036 3.37720 0.0046 -0.0297 -0.0177 0.4719
H -0.98075 2.55764 1.83551 -0.0676 -0.0620 0.0703 0.0166
H -4.30550 -1.57487 1.94107 -0.0059 -0.0680 0.0055 0.3804
H -5.12461 -3.56138 3.16812 0.0132 0.0332 -0.0094 0.4075
H -3.57591 -4.83768 4.62241 0.0018 0.0115 -0.0173 0.3795
H -1.22330 -4.10230 4.83894 -0.0073 0.0148 -0.0085 0.3986
H -0.43045 -2.11508 3.67363 -0.0267 -0.0029 -0.0464 0.2716
H 0.28791 -4.12164 -0.84563 0.0040 -0.0045 0.0020 0.2658
H -1.42794 -5.87910 -0.86665 -0.0087 0.0117 0.0116 0.4261
H -3.82868 -5.27539 -0.95813 0.0103 0.0075 -0.0052 0.3724
H -4.48964 -2.89407 -1.08468 0.0217 0.0062 -0.0205 0.4243
H -2.76174 -1.12782 -1.08138 -0.0003 -0.0534 0.0300 0.0938
H 0.95973 -0.97131 -3.47550 0.0653 0.0416 -0.0121 0.1115
H 2.85169 -1.86050 -4.78979 -0.0099 0.0274 0.0189 0.3889
H 4.56336 -3.26726 -3.69522 -0.0120 -0.0095 0.0075 0.3613
H 4.33659 -3.83285 -1.29585 -0.0191 -0.0057 -0.0004 0.3759
H 2.42424 -3.00397 -0.00364 0.0044 0.0320 0.0008 0.4580
S 4.06756 1.21270 -2.80957 -0.0784 0.0057 -0.2391 -0.4543
C 4.23519 1.21900 -1.14125 0.2448 0.1326 0.1976 0.2114
N 4.55828 0.07210 -0.49357 0.0106 0.0196 0.1366 -0.1393
C 4.46425 -0.11601 0.94818 0.0201 0.0317 -0.0228 -0.6636
C 3.58202 0.96886 1.53288 0.0441 0.0669 -0.1160 -0.5270
C 4.12019 2.30430 1.04834 -0.0260 -0.0448 -0.1352 -0.9485
N 4.09954 2.34841 -0.41247 0.2431 -0.5311 0.1424 -0.1892
H 4.59983 -0.73692 -1.09150 0.0031 -0.0073 -0.0338 0.1011
H 5.46180 -0.06590 1.39949 -0.0129 -0.0253 0.0430 0.4267
H 4.06129 -1.10981 1.15429 -0.0115 -0.0362 -0.0956 0.2913
H 3.55092 0.90997 2.62108 0.0271 -0.0032 0.0036 0.5618
H 2.56679 0.86326 1.14409 -0.0521 -0.0157 0.1253 0.0934
H 5.14925 2.44043 1.39705 -0.0163 0.0452 0.0746 0.3756
H 3.51354 3.13000 1.41426 -0.0152 0.0344 -0.0773 0.4636
H 3.36888 2.95085 -0.79388 -0.0024 0.2158 -0.0284 0.4091
```
Positions in Å, forces in eV/Å.

***

# 2
A molecular structure, C48H39AsNP2PdSe2 in a non-equilibrium geometry, computed with ωB97M-V/def2-TZVPD.

Values from the calculation:
Electronic energy   -9756.58443 Eh
Orbital gap   6.39 eV
Total charge   -1
HOMO level   -3.9375 eV

Geometry as XYZ:
```
94
Properties=species:S:1:pos:R:3:forces:R:3:mulliken_charge:R:1
Pd -0.13229 -0.03791 0.73195 -0.1678 -0.6694 0.3126 -0.5466
N 2.57991 0.42699 -0.76265 -0.3170 0.0951 0.3205 1.5573
C 3.06761 1.58249 -1.30315 0.1550 0.2295 -0.3290 0.2167
C 4.42311 1.67849 -1.62715 0.0210 -0.0318 0.0114 -0.7977
C 4.92901 2.81089 -2.23265 0.0748 0.0623 0.0480 -0.7364
C 4.09941 3.87879 -2.52785 0.1304 0.1466 -0.1849 -0.9073
C 2.75521 3.80299 -2.20735 0.1308 -0.0364 0.1363 -0.3849
C 2.22951 2.68429 -1.58435 -0.2239 -0.0248 -0.0687 0.6763
P 0.49211 2.51489 -1.03325 0.2768 0.2689 -0.1269 0.6025
C 0.85761 2.56209 0.77535 0.6190 0.4550 -0.3752 -0.3501
C 1.95081 3.17209 1.29495 -0.6722 -0.2414 -0.7829 -0.1047
C 2.16611 3.19949 2.70765 -0.1121 -0.0354 0.8055 -0.6450
C 1.39491 2.46889 3.53175 0.4161 0.3009 -0.0689 -0.8288
C 0.35481 1.59299 3.00435 -0.0276 -1.0425 0.2151 0.1974
C -0.09339 1.84049 1.61085 -0.5573 -0.1366 -0.0012 -1.0268
C -0.17059 4.20179 -1.26725 0.0093 -0.0516 0.0265 0.5873
C -0.63539 4.95099 -0.18995 0.0486 -0.0328 0.0090 -0.6922
C -1.20269 6.19619 -0.38945 -0.1126 0.1484 -0.0125 -0.7225
C -1.31749 6.71059 -1.67005 -0.0472 0.1008 0.0146 -0.4758
C -0.88239 5.96069 -2.75215 -0.0519 0.1304 -0.1438 -0.6202
C -0.32959 4.70899 -2.55665 -0.0586 -0.0514 0.1236 -0.4523
H 3.26401 -0.20781 -0.37715 -0.1437 0.0944 0.1284 0.2089
H 1.69381 0.46169 -0.22725 0.9342 -0.0956 -0.2801 -0.8566
H 5.07251 0.84959 -1.37595 0.0778 -0.0711 -0.0310 0.4586
H 5.98341 2.87449 -2.45665 0.1439 -0.0425 -0.0392 0.3589
H 4.49211 4.77469 -2.98585 0.0707 0.0562 -0.0723 0.4157
H 2.12021 4.65099 -2.41705 -0.0440 0.0393 0.0336 0.3959
H 2.65581 3.67749 0.64885 0.0452 -0.0123 -0.0618 0.5034
H 2.97011 3.81259 3.08845 0.0796 0.0137 0.1422 0.3793
H 1.58101 2.43619 4.59675 0.0447 0.0660 0.0973 0.3688
H -0.45119 1.37969 3.70805 0.0541 0.1124 -0.2171 0.4248
H -1.13209 2.19679 1.49065 0.3739 -0.1498 0.0464 0.4825
H -0.55039 4.56209 0.81545 0.0499 -0.0045 0.0171 0.2657
H -1.55709 6.76799 0.45905 -0.0087 0.0037 0.0156 0.4007
H -1.75499 7.68779 -1.82475 -0.0164 0.0420 -0.0268 0.3733
H -0.98239 6.35649 -3.75435 -0.0073 0.0006 -0.0571 0.3739
H -0.01269 4.11789 -3.40645 0.0115 -0.0304 -0.0563 0.5086
Se -2.27609 0.22169 -0.54445 -0.0087 0.1533 -0.1380 -0.7376
P -2.69969 0.21059 1.65465 -0.8742 0.0500 0.0010 0.4338
Se 1.20561 -0.33671 2.70375 0.0499 0.5426 0.2358 -0.2254
C -3.54859 -1.39081 1.85275 0.1712 0.2065 0.2028 0.6208
C -4.92059 -1.60081 1.87575 0.0824 0.0086 -0.0263 -0.5752
C -5.41269 -2.87741 2.07015 -0.1806 -0.1499 0.0752 -0.6992
C -4.54699 -3.93801 2.27345 -0.0824 -0.1664 0.0635 -0.6881
C -3.17769 -3.72361 2.30035 -0.0671 -0.1114 0.1091 -0.6370
C -2.67859 -2.45331 2.08885 0.2435 0.0380 0.0886 -0.4471
C -4.10009 1.39619 1.73735 0.1436 -0.0664 0.0731 0.5159
C -4.10799 2.26009 2.82375 -0.0045 -0.1265 0.0180 -0.4577
C -5.07519 3.24059 2.93675 -0.1166 0.2081 0.1306 -0.6358
C -6.03209 3.37929 1.94775 -0.1224 0.0776 0.0957 -0.4632
C -6.02969 2.52359 0.85665 -0.1044 -0.0649 -0.1300 -0.7222
C -5.06609 1.53809 0.74945 -0.0363 0.0231 -0.0153 -0.2391
H -5.60379 -0.77191 1.75575 -0.0102 0.0273 -0.0594 0.3827
H -6.48119 -3.04411 2.08815 -0.0827 -0.0286 -0.0296 0.3856
H -4.93949 -4.93151 2.43865 -0.0392 -0.0842 0.0155 0.3624
H -2.51759 -4.55421 2.51495 0.0557 -0.0157 0.0012 0.5098
H -1.60129 -2.23861 2.12995 -0.3918 -0.1669 0.0124 0.3607
H -3.34069 2.16339 3.58065 0.0696 -0.0285 0.0694 0.3180
H -5.07599 3.89549 3.79805 -0.0127 0.0922 0.0025 0.4003
H -6.78169 4.15289 2.02845 -0.0852 0.0815 -0.0086 0.3729
H -6.78159 2.62639 0.08565 -0.0384 0.0401 -0.0531 0.3845
H -5.03459 0.87909 -0.11005 -0.0206 0.0462 -0.0485 0.4159
C -0.74379 -6.82731 -1.16295 -0.0394 -0.1448 -0.0194 -0.5263
C 0.09541 -6.21271 -2.07805 0.0326 -0.0595 -0.0673 -0.8420
C 0.44211 -4.87831 -1.93105 0.1067 0.2081 -0.1568 -0.3093
C -0.04469 -4.14241 -0.85725 -0.2950 0.0909 0.1431 0.6164
C -0.88539 -4.77151 0.05035 -0.0073 0.3005 0.0970 0.7085
C -1.24049 -6.10131 -0.09505 -0.0220 -0.0296 0.0771 -0.4493
As 0.50051 -2.28631 -0.39795 0.5600 -0.4868 -0.2506 1.1029
C 2.13801 -2.95261 0.40845 0.2041 0.0125 -0.0973 0.3500
C 2.28051 -3.39801 1.71095 -0.1803 0.1281 -0.0220 -0.5074
C 3.52171 -3.82501 2.15375 0.0073 -0.0076 0.0396 -0.7071
C 4.60421 -3.81691 1.28775 0.0866 -0.0508 0.0058 -0.7873
C 4.45631 -3.40331 -0.02765 0.0901 0.0825 -0.1248 -0.5540
C 3.22101 -2.96081 -0.48705 -0.1279 -0.0717 0.5854 -0.4082
C 2.90111 -2.47861 -1.83515 -0.4165 0.1096 -0.3874 1.2608
C 3.74751 -2.45121 -2.93855 0.0372 -0.0800 0.2354 -0.7361
C 3.27611 -2.01321 -4.16495 0.0697 0.0007 -0.1512 -0.8227
C 1.96641 -1.58461 -4.30855 -0.0804 0.0637 -0.0544 -0.8121
C 1.11311 -1.59131 -3.21415 -0.1689 0.0275 0.1497 -0.6732
C 1.57581 -2.03621 -1.98995 0.1307 -0.1870 -0.2245 0.4198
H -1.01129 -7.86961 -1.28335 -0.0008 -0.0099 -0.0152 0.3570
H 0.48651 -6.78111 -2.91335 0.0067 0.0382 -0.0188 0.3956
H 1.09701 -4.41721 -2.65925 0.0123 -0.0025 -0.0057 0.2618
H -1.26409 -4.18481 0.87335 -0.0595 -0.1336 0.0177 -0.6588
H -1.90229 -6.56881 0.62275 -0.0277 0.0117 0.0310 0.4065
H 1.42841 -3.37921 2.38375 0.0807 0.0001 -0.0079 0.4643
H 3.64931 -4.14051 3.17945 0.0136 -0.0397 0.0581 0.4168
H 5.57511 -4.13121 1.64865 0.0321 -0.0237 -0.0435 0.3737
H 5.31111 -3.41011 -0.69135 0.0645 -0.0060 -0.0313 0.4071
H 4.77151 -2.78951 -2.85455 0.0741 -0.0272 0.0425 0.3946
H 3.93491 -2.02151 -5.02465 0.0200 0.0437 0.0186 0.3797
H 1.61001 -1.24971 -5.27405 -0.0090 0.0278 -0.0020 0.3994
H 0.08391 -1.25761 -3.30245 0.0689 0.0229 -0.0742 0.5344
```
Positions in Å, forces in eV/Å.